[1]
{
  "formula": "C12H33ClN3O3Pd2",
  "method": "ωB97M-V/def2-TZVPD",
  "elements": ["H", "Cl", "C", "O", "H", "H", "H", "H", "C", "H", "H", "H", "H", "C", "C", "H", "H", "H", "C", "H", "H", "C", "H", "H", "O", "H", "H", "H", "N", "H", "Pd", "H", "H", "H", "C", "H", "H", "H", "C", "H", "H", "O", "H", "H", "N", "C", "N", "C", "H", "Pd", "C", "H", "C", "H"],
  "coordinates": [[11.3145, -8.9398, -11.5871], [7.6673, -12.4926, -10.0769], [9.0287, -10.9788, -13.3070], [7.5727, -10.9941, -13.3497], [9.3720, -11.9193, -12.8760], [5.9442, -11.7495, -14.4116], [9.8031, -16.5443, -7.9455], [7.2516, -12.8267, -14.3598], [11.0418, -9.7308, -12.2858], [9.7453, -14.0121, -9.6472], [13.9168, -17.7066, -9.7656], [9.2638, -8.8519, -13.1378], [5.1408, -13.4233, -8.3037], [10.5503, -15.8605, -7.5427], [5.2471, -13.7713, -7.2762], [6.8611, -17.7222, -9.8884], [13.8244, -16.0266, -9.4573], [10.2517, -16.1631, -10.1020], [13.3654, -16.8127, -10.0570], [9.1878, -8.7367, -10.8239], [12.1858, -14.6388, -8.4009], [6.3234, -14.8739, -7.1453], [5.9990, -18.5415, -8.6612], [9.3523, -10.1663, -10.5612], [11.9757, -16.9940, -9.9521], [5.8820, -15.7363, -9.0755], [11.0005, -13.2037, -9.2588], [5.3620, -12.9461, -6.5733], [8.8402, -9.5980, -11.2206], [4.3972, -14.2757, -6.8166], [8.8011, -12.4337, -7.6754], [5.0850, -16.6329, -7.9140], [11.2933, -16.5045, -7.0721], [8.2206, -15.0907, -7.2152], [9.5336, -9.7225, -12.5400], [9.5142, -10.9310, -14.2816], [6.3461, -15.1814, -6.0998], [7.5437, -14.3101, -8.5039], [11.2563, -15.7663, -9.9554], [7.7411, -18.8536, -8.8569], [11.4661, -15.0618, -10.7603], [7.1897, -16.9803, -8.0675], [10.1786, -15.3277, -6.6675], [7.2689, -11.3446, -15.4327], [7.5943, -14.3497, -7.4959], [6.9676, -18.0856, -8.8663], [10.3358, -13.8421, -8.8456], [11.1873, -14.9896, -8.6619], [11.5250, -9.5163, -13.2390], [6.8300, -10.3883, -11.3164], [6.0265, -16.1032, -8.0594], [13.6278, -16.6168, -11.0967], [7.0333, -11.7629, -14.4542], [11.3479, -10.6324, -11.7552]],
  "forces_ev_per_angstrom": [[-0.08, 0.37, -0.20], [-0.63, 1.10, -0.97], [0.58, 0.48, 0.67], [0.65, 0.58, -0.19], [-0.05, 0.00, 0.38], [-0.03, 0.44, 0.37], [-0.23, 0.20, -0.02], [0.67, 0.13, -0.05], [-0.58, 0.27, -0.01], [-0.62, -0.35, -0.25], [-0.50, -0.25, 0.00], [-0.10, 0.06, 0.10], [-0.38, -0.10, 0.11], [1.27, -0.58, 0.13], [-0.02, -1.38, 1.02], [0.17, -0.18, -0.52], [-0.50, 0.35, 0.29], [-0.44, 0.39, -0.31], [1.27, -0.26, -0.58], [-0.97, 1.24, -0.06], [-0.07, 0.00, 0.37], [-2.47, 0.25, 0.72], [0.00, -0.31, 0.37], [-0.19, -1.32, 0.26], [0.02, 1.41, 0.61], [0.24, 0.38, -0.50], [-0.15, 1.10, 0.09], [0.70, 0.14, -0.25], [0.51, -0.13, -0.07], [-0.81, 0.23, -0.89], [0.18, -0.43, 0.27], [0.10, -0.16, 0.93], [0.20, -0.18, -0.33], [0.86, 0.01, -0.46], [-0.44, -0.77, -0.16], [-0.64, 0.05, -0.39], [0.07, -0.12, 0.00], [0.47, -0.48, -0.45], [-0.93, -1.60, -0.15], [0.17, 0.41, 0.49], [0.60, -0.19, -0.49], [-0.70, 1.55, 1.59], [-0.16, 0.51, -0.31], [0.59, 0.09, 0.27], [1.59, 0.22, -0.56], [-0.98, -0.58, -1.58], [-0.03, 1.72, -1.08], [-0.07, -2.08, 2.43], [0.46, -0.45, 0.24], [1.24, -1.08, 0.10], [1.17, 0.12, -0.35], [0.06, 0.10, -0.17], [-1.26, -0.58, 0.08], [0.19, -0.33, -0.59]],
  "s2": 8.761,
  "orbital_gap_ev": [4.292, 4.317],
  "homo_ev": [-11.82, -14.63],
  "total_energy_ha": -1582.1234,
  "total_charge": 2,
  "e_lumo_ev": [-7.526, -10.314],
  "spin_multiplicity": 6
}

---

[2]
{
  "formula": "C12H33FLi2N3O3",
  "method": "ωB97M-V/def2-TZVPD",
  "elements": ["H", "N", "H", "C", "N", "C", "F", "H", "C", "H", "C", "H", "H", "C", "H", "H", "H", "H", "H", "H", "C", "O", "H", "C", "H", "Li", "H", "H", "O", "H", "H", "H", "H", "H", "C", "H", "H", "C", "C", "H", "H", "H", "N", "O", "H", "C", "Li", "H", "C", "H", "H", "H", "H", "H"],
  "coordinates": [[-0.6430, 0.7176, -0.3796], [-1.3900, 1.3610, -0.1602], [-3.9109, 2.5820, -2.0989], [-0.7533, -2.3593, -1.5000], [0.3652, -2.0630, -2.4047], [-1.9969, -3.3591, 1.5723], [2.3598, -0.5001, -0.8864], [-3.7906, 2.2852, -0.4642], [1.6287, 1.6203, 3.2027], [-2.0503, -2.2737, 1.4876], [-0.5193, -3.6019, -0.5366], [-2.1871, -2.2188, -3.2794], [0.3983, 0.2340, 2.0733], [-1.0574, 2.0327, -2.5157], [-1.0402, -1.4685, -0.9413], [2.1618, -1.4418, 1.8375], [-2.8030, 3.5756, -1.1369], [-0.0616, -0.0279, 4.4045], [0.7340, 2.0494, 3.6537], [-0.8084, 2.1554, 0.0653], [0.7446, -0.6536, 4.0214], [-1.6811, -3.9066, 0.2796], [0.6519, 1.4372, -4.4368], [-2.0521, 1.5191, -1.4512], [1.8975, 0.7527, -3.3030], [4.4123, -0.5502, -1.3225], [1.6065, -0.7544, 4.6810], [1.4636, 2.4816, -3.4307], [0.0549, 1.1627, -2.5740], [-1.2853, -3.6866, 2.3302], [2.7449, 3.7230, 0.8840], [-0.7407, 3.0240, -2.1915], [-0.2367, -4.5385, -1.0172], [2.9361, -0.7535, 3.1460], [1.0798, 1.4614, -3.4346], [-2.8061, -2.6022, -1.7787], [0.3200, -3.4090, 0.1315], [-1.8990, -2.7408, -2.3670], [-3.1597, 2.5602, -1.3095], [2.4274, 1.7399, 3.9349], [3.5182, 3.4455, 2.3638], [-3.0198, -3.5831, 1.8748], [2.4283, -0.5794, 2.2906], [1.9045, 2.2306, 1.9174], [-0.0094, -1.2541, -2.8796], [1.2187, 0.1359, 2.7842], [2.9117, 0.5737, 0.7528], [-1.5516, 2.0797, -3.4862], [2.5208, 3.5038, 1.9280], [1.0730, -1.6570, -1.8094], [1.8933, 4.3237, 2.2773], [-2.5607, 0.5852, -1.6907], [0.4047, -1.5865, 3.5716], [-1.8465, -3.7837, -2.6796]],
  "forces_ev_per_angstrom": [[0.34, -0.64, 0.22], [0.55, -1.01, -0.01], [0.49, 0.00, -0.55], [0.41, -2.44, -2.95], [-1.91, 1.54, 3.74], [0.48, 0.86, -0.74], [2.01, 0.35, 0.42], [0.28, 0.03, 0.35], [-1.31, -1.25, -1.60], [0.55, 0.41, 0.12], [-0.45, 0.26, 3.42], [0.95, 0.66, -0.08], [0.32, -0.13, -0.38], [-0.62, -0.68, 0.14], [0.54, 0.45, 0.76], [0.04, -0.38, 0.30], [0.17, -0.05, -0.05], [-0.14, -0.70, 0.72], [-0.05, 0.32, -0.10], [-0.38, 0.85, 0.10], [-0.23, 1.34, -1.73], [0.34, -0.33, -1.47], [0.41, -0.53, -0.59], [-0.24, 1.78, -0.18], [-0.16, -0.02, -0.04], [-1.18, -0.31, -0.26], [-0.45, -0.22, 0.36], [0.12, 0.29, 0.88], [-0.47, -1.04, 1.84], [0.05, 0.06, -0.04], [-0.26, 0.10, -0.19], [0.10, 0.22, -0.15], [-0.57, 0.29, -0.76], [0.43, -0.52, -0.21], [0.02, 0.71, -1.88], [-0.14, -0.54, 0.15], [0.19, 0.46, 0.14], [-2.56, -0.23, -0.18], [-0.95, -0.16, 0.40], [0.42, -0.31, -0.25], [-0.18, 0.25, 0.74], [0.16, -0.83, -0.44], [-0.21, 1.19, -0.89], [0.22, -0.69, 0.46], [0.07, 0.14, -1.88], [1.15, 0.94, 2.22], [-1.19, 0.17, 0.01], [0.02, 0.20, -0.22], [0.68, 0.20, -1.01], [1.82, -0.19, 0.09], [0.05, -0.25, 0.48], [0.39, -0.26, -0.30], [-0.19, -0.27, 0.86], [0.05, -0.09, 0.24]],
  "s2": 0.756,
  "orbital_gap_ev": [7.579, 3.989],
  "homo_ev": [-14.72, -14.70],
  "total_energy_ha": -981.3039,
  "total_charge": 2,
  "e_lumo_ev": [-7.138, -10.709],
  "spin_multiplicity": 2
}

---

[3]
{
  "formula": "C12H33FeO6",
  "method": "ωB97M-V/def2-TZVPD",
  "elements": ["Fe", "O", "O", "H", "H", "H", "H", "H", "C", "H", "H", "H", "O", "H", "H", "C", "H", "C", "H", "O", "O", "C", "H", "H", "C", "C", "H", "H", "H", "H", "C", "C", "H", "C", "H", "H", "H", "H", "H", "H", "O", "H", "H", "C", "C", "C", "H", "H", "H", "H", "H", "H"],
  "coordinates": [[0.0565, 0.4727, 0.1291], [-1.9436, 1.1011, -0.6196], [0.0585, -1.3160, -0.6755], [0.5244, -3.3064, -0.3029], [1.5620, -2.4841, -1.3937], [0.1372, 2.2332, 3.6151], [-2.7360, -2.3915, 3.2869], [4.2057, -0.1241, -0.1468], [-3.1142, -0.8405, -1.4826], [-1.0167, 3.5280, 4.0350], [2.4964, 1.2273, 1.3670], [2.3566, -0.2560, -2.7935], [-0.1348, 2.5416, 0.9291], [-0.3107, -2.3750, -3.0922], [-3.1002, 1.0962, -2.3747], [-1.1475, -1.0639, 2.7303], [3.3852, 1.1196, -2.3424], [-0.3168, -3.0885, -2.2673], [0.5503, 1.3021, -3.3954], [0.8477, 1.4565, -1.3964], [2.0000, 0.4875, 1.0161], [3.6826, -1.0447, 0.1345], [2.8273, 0.9556, -4.0335], [-0.3812, -1.8519, 2.7397], [-0.3458, 3.1451, 3.2633], [-2.4079, 0.4613, -1.8126], [1.5209, 2.6923, -2.9143], [-3.2222, -1.4966, -2.3489], [-1.5773, 0.3255, -2.5063], [-1.5086, 3.9541, 1.6282], [1.3205, 1.6384, -2.6756], [2.5627, 0.7960, -2.9860], [-1.3472, -3.2375, -1.9388], [-1.0482, 3.0080, 1.9335], [3.2947, -0.5902, 2.1850], [-1.1362, -0.5910, 3.7254], [0.4912, 3.8533, 3.2005], [-2.5917, -2.1488, 1.5364], [-4.1315, -0.6197, -1.1427], [4.3938, -1.7988, 0.4638], [-0.8028, -0.0700, 1.8217], [3.1743, -1.2915, -0.7977], [2.0278, -1.5524, 1.4466], [0.5010, -2.5451, -1.0992], [-2.5216, -1.6557, 2.5072], [2.7176, -0.7311, 1.2667], [0.0749, -4.0453, -2.6138], [-1.8895, 2.3188, 2.0064], [-2.5545, 1.8038, -0.3950], [0.4233, 3.2904, 0.6943], [-3.2849, -0.8788, 2.5852], [-2.6218, -1.4132, -0.6994]],
  "forces_ev_per_angstrom": [[-0.29, -1.53, -0.94], [-0.17, -0.11, -0.52], [-0.27, 1.54, 0.83], [-0.34, 0.09, 0.23], [-0.02, 0.02, -0.28], [-0.47, -0.32, -0.19], [0.01, -0.07, -0.03], [0.30, -0.11, 0.36], [-0.57, -0.13, 0.08], [-0.04, -0.12, -0.03], [-0.10, 0.19, -0.12], [-0.02, -0.05, -0.08], [-0.39, 0.44, 0.41], [-0.01, -0.01, -0.04], [0.00, 0.28, 0.34], [0.53, 0.63, -0.08], [0.08, -0.09, -0.10], [-0.08, 0.16, 0.27], [-0.02, 0.20, -0.09], [-0.37, 0.05, 1.50], [-0.10, -0.62, 0.19], [-0.25, 0.82, -0.26], [0.19, -0.18, 0.01], [-0.08, -0.17, 0.02], [0.57, 0.45, 0.36], [-0.24, -0.56, -0.75], [0.04, 0.08, 0.19], [0.15, 0.17, -0.12], [0.32, -0.14, 0.45], [0.35, 0.13, -0.11], [-0.42, -1.08, -0.30], [-0.16, 0.59, 0.24], [-0.01, 0.00, -0.10], [-0.24, -0.14, 0.41], [-0.09, -0.05, 0.06], [0.01, -0.26, 0.16], [-0.23, 0.19, -0.16], [-0.02, 0.07, 0.00], [0.06, -0.05, 0.10], [0.01, -0.14, -0.26], [0.44, 0.89, -1.23], [-0.10, -0.48, 0.26], [-0.35, 0.24, -0.13], [0.69, -0.19, -0.20], [-0.12, -0.14, 0.07], [0.80, -0.06, 0.09], [0.06, -0.02, -0.02], [0.38, -0.41, -0.10], [0.19, 0.09, 0.29], [0.12, -0.31, -0.44], [0.01, 0.02, -0.17], [0.27, 0.19, -0.06]],
  "de_lowest_kcal_mol": 4.6,
  "s2": 8.761,
  "orbital_gap_ev": [8.605, 7.791],
  "homo_ev": [-8.26, -7.72],
  "total_energy_ha": -2192.0817,
  "e_lumo_ev": [0.345, 0.071],
  "spin_multiplicity": 6
}

---

[4]
{
  "formula": "C12H33IN3O3",
  "method": "ωB97M-V/def2-TZVPD",
  "elements": ["H", "H", "H", "H", "H", "I", "H", "C", "C", "H", "H", "H", "H", "H", "C", "H", "O", "H", "C", "H", "H", "C", "H", "H", "C", "H", "H", "H", "C", "H", "O", "O", "H", "H", "C", "C", "N", "H", "H", "H", "H", "C", "N", "H", "C", "H", "H", "H", "H", "N", "C", "H"],
  "coordinates": [[1.9035, -0.0011, -3.4379], [5.1315, -0.7417, -2.0607], [2.1746, -1.1932, -1.5611], [3.3534, -0.2756, -4.0284], [-4.6152, 0.6477, -2.1065], [-0.9173, -0.0708, -2.7000], [-4.4219, 0.2903, -0.3839], [5.2627, 0.0067, 0.4344], [3.0310, -1.1724, -2.2441], [-2.6917, 2.4063, 0.1037], [5.9317, -0.8505, 0.3213], [3.9282, -2.6200, -3.5968], [2.3303, -1.3005, 0.8081], [-0.9148, -4.0055, 2.6439], [-5.0556, 2.9060, 0.4294], [0.6323, -4.9148, 2.7838], [-4.7080, 4.2714, 0.6256], [2.1887, -2.5417, -3.6801], [-5.1305, 4.7519, 1.8577], [-0.5239, -1.5583, 1.7539], [2.8014, 0.3104, 2.5822], [3.0253, -2.5221, -2.9790], [2.9031, -3.3634, -2.2946], [-4.8708, 3.0349, -1.6524], [0.0859, -4.1497, 2.2240], [0.2290, 0.6965, 1.1673], [-4.3898, 4.5410, 2.6471], [4.5595, -2.0281, -1.0063], [1.9835, -0.4110, 2.6864], [-6.1564, 2.8153, 0.4254], [0.8737, -2.9817, 2.2965], [4.1302, -0.0927, -0.4005], [4.9099, 0.0597, 1.4655], [-4.6987, 2.2636, 1.2577], [0.4447, -1.9810, 1.4240], [4.2795, -1.0388, -1.4167], [2.8850, -0.0247, -3.1541], [-2.6207, 1.7350, -1.3295], [-6.0052, 0.8455, -1.0677], [-5.2464, 5.8315, 1.7882], [0.0010, -4.5420, 1.2003], [-4.4856, 2.3923, -0.8484], [-3.0103, 2.5599, -0.8562], [1.2276, 0.1511, 3.2520], [-4.9145, 0.9477, -1.1023], [0.2766, -2.3911, 0.4178], [-6.0603, 4.2745, 2.1927], [2.3643, -1.2533, 3.2627], [0.3824, -0.0980, -0.2111], [0.9475, 0.3013, 0.5534], [1.4672, -0.8507, 1.3241], [5.7925, 0.9338, 0.1895]],
  "forces_ev_per_angstrom": [[-0.08, 0.32, 0.32], [-0.19, -0.08, -0.11], [0.05, 0.32, -0.08], [0.18, 0.16, 0.21], [0.21, -0.06, 0.07], [-0.08, -0.23, -0.02], [-0.16, -0.12, -0.01], [-0.39, 0.35, -0.20], [-0.41, -0.18, -0.21], [0.04, 0.28, -0.12], [0.05, -0.01, 0.04], [0.06, -0.20, 0.25], [-0.15, 0.40, -0.13], [-0.01, 0.04, -0.01], [-0.37, 0.11, 0.59], [-0.26, 0.09, 0.16], [-0.08, -0.56, -0.46], [-0.11, 0.02, 0.13], [0.22, -0.10, 0.75], [0.07, -0.11, 0.06], [-0.01, -0.14, -0.28], [-0.09, 0.39, -0.35], [0.24, -0.05, -0.03], [-0.07, -0.13, 0.02], [0.60, -0.27, 0.03], [0.15, 0.24, -0.21], [-0.01, 0.03, -0.10], [-0.16, 0.14, 0.16], [0.12, 0.63, 0.05], [0.12, 0.02, -0.05], [0.11, -0.70, 0.18], [-0.08, -0.16, 0.39], [0.12, 0.01, 0.05], [0.10, 0.28, 0.03], [-0.68, 0.83, -0.34], [0.85, -0.25, -0.34], [-0.16, -0.58, -0.35], [0.16, 0.46, -0.27], [0.06, -0.08, 0.22], [-0.13, 0.04, 0.01], [-0.09, 0.31, -0.02], [0.69, 0.25, -0.79], [-0.40, -0.91, 0.42], [-0.14, -0.40, 0.05], [-0.15, 0.34, -0.18], [-0.01, 0.02, 0.00], [-0.17, 0.22, -0.15], [-0.22, 0.00, 0.08], [0.38, 0.51, -0.18], [-0.47, -1.14, 0.67], [0.54, -0.22, -0.04], [0.22, -0.11, 0.10]],
  "de_lowest_kcal_mol": 16.6,
  "orbital_gap_ev": 7.026,
  "homo_ev": -4.13,
  "total_energy_ha": -1164.7237,
  "total_charge": -1,
  "e_lumo_ev": 2.896
}